{"formula": "C4H9NO2", "method": "wB97M-V/def2-TZVPD", "symbols": ["N", "C", "O", "C", "C", "C", "O", "H", "H", "H", "H", "H", "H", "H", "H", "H"], "positions_angstrom": [[2.26095, 0.13672, 1.18356], [1.09424, -0.40266, 0.76286], [0.11014, -0.37330, 1.55686], [0.89680, -0.95526, -0.52967], [-1.29184, -0.51397, 0.10595], [-1.47905, 0.63391, -0.83835], [-0.94269, 1.80868, -0.27432], [2.27916, 0.58580, 2.08508], [3.13276, -0.08469, 0.73599], [1.64837, -0.74810, -1.29740], [0.60543, -2.00279, -0.49852], [-1.50536, -1.48135, -0.33393], [-1.85347, -0.36599, 1.02482], [-1.03388, 0.40448, -1.81145], [-2.57689, 0.73449, -0.96224], [-1.03323, 2.51100, -0.92778]], "atomic_forces_ev_per_a": [[0.1, 0.0, 0.1], [0.1, 0.0, 0.0], [0.1, 0.1, 0.0], [0.2, -0.1, 0.1], [-0.4, 0.0, -0.1], [-0.1, -0.4, -0.1], [0.1, 0.3, -0.1], [0.0, -0.1, -0.1], [-0.1, 0.0, 0.0], [-0.2, 0.0, 0.1], [0.0, 0.1, 0.0], [0.1, 0.1, 0.0], [0.1, -0.1, -0.1], [0.0, 0.1, 0.1], [0.1, 0.0, 0.1], [0.0, 0.0, 0.1]], "nbo_charge": [-0.7916, 0.6335, -0.6220, -0.7370, -0.0631, -0.1247, -0.7104, 0.4006, 0.3954, 0.1958, 0.2156, 0.1996, 0.1989, 0.1763, 0.1636, 0.4697], "total_charge": 0, "homo_lumo_gap_ev": [7.81, 7.82], "spin_multiplicity": 1, "e_lumo_ev": [0.42, 0.42]}


{"formula": "C4H8Br2N3", "method": "wB97M-V/def2-TZVPD", "symbols": ["C", "C", "Br", "C", "Br", "N", "C", "N", "N", "H", "H", "H", "H", "H", "H", "H", "H"], "positions_angstrom": [[-1.38223, 1.90754, -1.64140], [-0.92151, 0.71609, -0.87443], [-2.16712, 0.10240, 0.41434], [0.23367, 0.06659, -1.01544], [1.55010, 0.55766, -2.25834], [0.58927, -1.09705, -0.26923], [0.73380, -1.05141, 1.06606], [0.92788, 0.09043, 1.81646], [0.65019, -2.23273, 1.67584], [-0.63213, 2.25234, -2.34550], [-2.30610, 1.65965, -2.16443], [-1.63221, 2.71016, -0.94651], [1.29467, -1.66067, -0.73711], [1.76372, 0.60056, 1.54364], [0.12181, 0.70700, 1.84865], [-0.12941, -2.84540, 1.48536], [1.30561, -2.48315, 2.40202]], "atomic_forces_ev_per_a": [[-0.1, 0.0, 0.2], [0.2, -0.1, -0.2], [0.0, 0.0, 0.0], [-0.2, 0.0, 0.1], [0.1, 0.0, -0.1], [0.6, 1.2, 0.0], [-0.5, -0.4, 0.1], [0.8, -0.1, -0.1], [0.2, 0.1, 0.0], [0.0, 0.0, 0.0], [0.0, 0.0, -0.1], [0.1, 0.1, 0.0], [-0.6, -0.7, -0.1], [-0.2, 0.2, -0.3], [-0.1, -0.2, 0.3], [0.5, -0.4, -0.6], [-0.6, 0.4, 0.6]], "nbo_charge": [-0.6675, -0.0515, 0.0999, -0.0272, 0.1434, -0.5760, 0.7472, -0.8696, -0.7390, 0.2501, 0.2570, 0.2502, 0.4504, 0.4143, 0.4356, 0.4438, 0.4389], "total_charge": 1, "homo_lumo_gap_ev": 8.33, "spin_multiplicity": 1, "e_lumo_ev": -4.80}


{"formula": "C7H10", "method": "wB97M-V/def2-TZVPD", "symbols": ["C", "C", "C", "C", "C", "C", "C", "H", "H", "H", "H", "H", "H", "H", "H", "H", "H"], "positions_angstrom": [[-1.37395, 0.74131, -0.25560], [-0.02861, 0.69908, -0.42439], [1.27414, 0.43736, 0.32146], [0.98661, -0.75389, 1.20648], [1.21527, -0.99147, -0.25105], [-0.01935, -0.61998, -1.09436], [-1.53087, -0.70167, -0.67996], [-2.09867, 1.50440, 0.00789], [2.12342, 1.08563, 0.51632], [1.80401, -1.06700, 1.85110], [0.00076, -0.88698, 1.65032], [2.04746, -1.58421, -0.61265], [0.14224, -0.61763, -2.17493], [-1.62290, -1.36450, 0.19244], [-2.29363, -0.95644, -1.41583], [-0.52891, 2.50549, 0.88859], [-0.09700, 2.57049, 0.27414]], "atomic_forces_ev_per_a": [[-0.1, 0.0, -0.3], [-0.2, -0.3, 0.0], [0.2, 0.3, -0.1], [0.0, 0.0, 0.1], [0.2, -0.4, -0.1], [0.1, -0.3, -0.1], [-0.3, -0.2, -0.3], [0.1, -0.2, 0.4], [-0.2, -0.1, -0.2], [-0.1, 0.1, -0.1], [0.2, 0.1, -0.1], [-0.1, 0.0, 0.1], [0.1, 0.0, 0.2], [-0.1, 0.2, -0.2], [0.1, -0.2, -0.1], [0.3, 0.6, 0.0], [-0.2, 0.6, 0.6]], "nbo_charge": [-0.1965, 0.0217, -0.2616, -0.4080, -0.2166, -0.2593, -0.4278, 0.2102, 0.2326, 0.2248, 0.2114, 0.2203, 0.2213, 0.2144, 0.2015, -0.0025, 0.0141], "total_charge": 0, "homo_lumo_gap_ev": 9.56, "spin_multiplicity": 1, "e_lumo_ev": 1.10}


{"formula": "C5H15NO3", "method": "wB97M-V/def2-TZVPD", "symbols": ["C", "C", "C", "O", "N", "C", "C", "H", "H", "H", "H", "H", "H", "H", "H", "H", "H", "H", "O", "H", "H", "O", "H", "H"], "positions_angstrom": [[-0.62570, 1.12196, 1.44460], [-0.51693, 0.87751, -0.05833], [0.80657, 1.36527, -0.63136], [1.84791, 1.33270, -0.01359], [-0.64594, -0.53387, -0.50173], [0.13312, -1.47454, 0.29857], [-2.05020, -0.94462, -0.54911], [-0.58303, 2.18950, 1.65277], [0.19896, 0.64876, 1.97064], [-1.56424, 0.70969, 1.81489], [-1.31640, 1.39110, -0.59969], [0.80621, 1.77574, -1.65009], [0.16800, -2.43085, -0.22670], [1.15335, -1.11378, 0.40487], [-0.26305, -1.66623, 1.30102], [-2.55430, -0.85678, 0.42081], [-2.09827, -1.98350, -0.87421], [-2.57511, -0.34156, -1.28967], [0.36187, 0.03642, -3.27131], [-0.08140, -0.35882, -2.48702], [0.87784, -0.64978, -3.70433], [2.66479, 0.03591, 2.40870], [2.35236, 0.44718, 1.55923], [3.50360, 0.42260, 2.58103]], "atomic_forces_ev_per_a": [[0.0, -0.2, -0.3], [0.0, -0.3, -0.2], [0.2, 0.4, 0.3], [-0.2, -0.1, -0.1], [-0.3, 0.0, 0.2], [0.3, -0.1, -0.2], [0.2, 0.0, -0.2], [-0.1, 0.0, 0.0], [0.0, 0.0, 0.1], [0.0, 0.1, 0.1], [0.1, 0.2, 0.1], [-0.1, -0.1, -0.1], [0.0, 0.0, 0.0], [0.1, -0.1, 0.0], [-0.1, 0.2, 0.0], [0.0, 0.0, 0.0], [0.0, 0.0, 0.0], [-0.1, 0.0, 0.1], [-0.3, 0.0, 0.2], [0.4, 0.0, -0.3], [-0.1, -0.1, 0.2], [-1.5, -0.2, -1.1], [0.5, -0.3, 0.9], [1.1, 0.5, 0.2]], "nbo_charge": [-0.6435, -0.1532, 0.4644, -0.5670, -0.4594, -0.4280, -0.4125, 0.2247, 0.2360, 0.2134, 0.2088, 0.1561, 0.2027, 0.2197, 0.1828, 0.1755, 0.2063, 0.2032, -0.9776, 0.4926, 0.4722, -0.9757, 0.4926, 0.4659], "total_charge": 0, "homo_lumo_gap_ev": 10.06, "spin_multiplicity": 1, "e_lumo_ev": 0.74}


{"formula": "C11H12O2", "method": "wB97M-V/def2-TZVPD", "symbols": ["O", "C", "C", "C", "C", "C", "C", "C", "C", "H", "H", "H", "H", "H", "H", "C", "C", "C", "O", "H", "H", "H", "H", "H", "H"], "positions_angstrom": [[2.03683, 0.69194, 2.66994], [1.28189, 0.83570, 1.75937], [0.47509, 1.00520, 0.69106], [0.84494, 1.16331, -0.71014], [-0.14133, 1.51887, -1.56055], [0.08793, 1.97085, -2.81441], [1.41677, 2.15314, -3.28940], [2.43110, 1.74440, -2.45494], [2.14856, 1.14597, -1.21530], [-0.62297, 1.13681, 0.66031], [-1.09885, 1.54227, -1.17203], [-0.70541, 2.12847, -3.55382], [1.65561, 2.50569, -4.26466], [3.39688, 1.98544, -2.75345], [3.04727, 0.81397, -0.70330], [-0.08624, -1.45997, 3.11339], [-0.90390, -0.67692, 2.08544], [-0.96555, -1.35350, 0.81185], [-1.70260, 0.13467, 2.46000], [0.08630, -2.39277, 2.78652], [-0.75964, -1.60768, 3.96524], [0.82335, -0.91365, 3.52650], [-1.31385, -2.36559, 0.94064], [0.09894, -1.32053, 0.43741], [-1.63986, -0.94583, 0.04616]], "atomic_forces_ev_per_a": [[-1.9, 0.6, -2.5], [0.6, 0.5, 0.3], [0.3, 0.3, 0.8], [3.3, -0.4, 0.8], [-0.4, 0.5, -0.7], [1.2, 0.4, -3.0], [-1.5, -0.8, 1.3], [-1.7, -0.4, 0.8], [1.0, 0.8, -0.7], [1.0, 0.0, 1.6], [-2.1, -0.1, 0.5], [0.0, 0.2, 0.7], [-0.1, 0.4, -0.6], [1.8, -0.2, -0.3], [-0.4, 0.0, 0.6], [0.0, 3.9, 2.3], [-1.1, -2.0, 2.4], [1.1, -0.3, -2.9], [-0.4, 1.5, 0.2], [1.4, -3.2, -1.4], [0.0, 0.3, 0.0], [-1.2, -1.0, -0.7], [0.2, -0.6, 0.3], [-1.3, -0.7, -0.1], [0.3, 0.4, 0.4]], "nbo_charge": [-0.4554, 0.7534, -0.5651, -0.0350, -0.2229, -0.1857, -0.2185, -0.1968, -0.2011, 0.3051, 0.2031, 0.2155, 0.2141, 0.2084, 0.2117, -0.7323, 0.5889, -0.7326, -0.5619, 0.2088, 0.2400, 0.2509, 0.2391, 0.2409, 0.2276], "total_charge": 0, "homo_lumo_gap_ev": 8.59, "spin_multiplicity": 1, "e_lumo_ev": 0.24}


{"formula": "C6H13NO2", "method": "wB97M-V/def2-TZVPD", "symbols": ["C", "C", "C", "C", "C", "C", "N", "O", "O", "H", "H", "H", "H", "H", "H", "H", "H", "H", "H", "H", "H", "H"], "positions_angstrom": [[-0.07485, -0.00135, -0.78865], [0.46381, 0.56341, 0.48091], [0.51899, -1.26021, -1.38998], [1.63682, -0.07649, 1.15655], [0.28064, 2.03382, 0.68728], [-1.47726, -0.20726, 0.06297], [-1.81001, -1.54814, 0.43411], [-0.31904, 0.94141, -1.78681], [-2.37389, 0.58158, -0.33478], [-1.28014, 1.14407, -1.67213], [-0.74608, 0.10579, 1.20473], [-1.05411, -2.07091, 0.85460], [-2.30820, -2.01719, -0.31334], [0.75534, -2.02785, -0.65533], [-0.19684, -1.68335, -2.09520], [1.43287, -1.01228, -1.93095], [1.59165, -1.16257, 1.16886], [0.84428, 2.56376, -0.08435], [-0.77294, 2.29523, 0.56241], [1.75855, 0.28670, 2.17627], [2.52773, 0.20411, 0.58407], [0.60269, 2.34773, 1.67875]], "atomic_forces_ev_per_a": [[-2.1, -0.5, 0.0], [-1.2, -0.3, 1.9], [0.1, 0.2, 0.2], [0.1, 0.0, 0.2], [0.0, 0.1, -0.2], [0.4, -0.4, -4.3], [-0.2, 0.4, 1.0], [-0.1, 0.1, -0.1], [0.7, -0.4, 1.4], [0.3, 0.0, 0.0], [1.7, 0.8, 0.3], [-0.1, -0.1, -0.3], [0.2, 0.1, 0.2], [0.0, 0.0, 0.0], [0.0, 0.1, 0.0], [0.0, 0.0, -0.1], [0.0, 0.0, 0.0], [0.0, 0.1, 0.1], [0.1, 0.0, -0.1], [0.0, 0.0, 0.0], [0.0, 0.0, 0.0], [0.1, -0.1, 0.0]], "nbo_charge": [0.0795, 0.1577, -0.6261, -0.6552, -0.6627, 0.5234, -0.8702, -0.7315, -0.6806, 0.5013, 0.1399, 0.3698, 0.3958, 0.1983, 0.2284, 0.2223, 0.2239, 0.2466, 0.2577, 0.2261, 0.2408, 0.2147], "total_charge": 0, "homo_lumo_gap_ev": 8.87, "spin_multiplicity": 1, "e_lumo_ev": 0.28}


Number 1: DFT total energy -362.89971 Ha. Number 2: DFT total energy -5469.24528 Ha. Number 3: DFT total energy -272.49818 Ha. Number 4: DFT total energy -479.95983 Ha. Number 5: DFT total energy -576.73335 Ha. Number 6: DFT total energy -441.55020 Ha.